Record 1
{"formula": "C52H46N4O3P2STl", "method": "ωB97M-V/def2-TZVPD", "elements": ["Tl", "O", "C", "C", "C", "C", "C", "C", "C", "N", "N", "C", "O", "C", "C", "C", "C", "C", "C", "H", "H", "H", "H", "H", "H", "H", "H", "H", "H", "O", "S", "C", "C", "C", "C", "C", "C", "P", "C", "C", "C", "C", "C", "C", "C", "C", "C", "C", "C", "C", "C", "C", "C", "C", "C", "C", "P", "C", "C", "C", "C", "C", "C", "C", "C", "C", "C", "C", "C", "H", "H", "H", "H", "H", "H", "H", "H", "H", "H", "H", "H", "H", "H", "H", "H", "H", "H", "H", "H", "H", "H", "H", "H", "H", "H", "H", "H", "N", "C", "C", "N", "H", "H", "H", "H", "H", "H", "H", "H"], "positions_angstrom": [[-0.9984, -0.4361, 0.6238], [-2.4898, 0.3442, -0.7856], [-3.7663, 0.5504, -0.5309], [-4.6933, 0.3006, -1.5611], [-6.0385, 0.5430, -1.3879], [-6.5275, 1.0435, -0.1801], [-5.6395, 1.2885, 0.8419], [-4.2635, 1.0420, 0.7024], [-3.4278, 1.3425, 1.8451], [-2.1944, 1.0142, 1.9578], [-1.5590, 1.3636, 3.1323], [-0.2595, 1.2129, 3.0315], [0.3625, 0.7700, 1.9952], [0.5648, 1.5455, 4.2259], [-0.0127, 2.1028, 5.3646], [0.7749, 2.4015, 6.4641], [2.1409, 2.1492, 6.4348], [2.7196, 1.5982, 5.3007], [1.9341, 1.2988, 4.1979], [-4.3074, -0.0845, -2.4975], [-6.7228, 0.3433, -2.2031], [-7.5826, 1.2390, -0.0515], [-5.9963, 1.6842, 1.7860], [-3.8769, 1.8884, 2.6753], [-1.0759, 2.2989, 5.3741], [0.3240, 2.8361, 7.3465], [2.7535, 2.3887, 7.2941], [3.7848, 1.4073, 5.2738], [2.3749, 0.8835, 3.3008], [-2.0851, -2.6043, -2.5284], [-1.0663, -1.5493, -2.2486], [0.4981, -2.3457, -2.6014], [0.7141, -2.8903, -3.8601], [1.7716, -3.7570, -4.0668], [2.5838, -4.1152, -2.9984], [2.3730, -3.5641, -1.7470], [1.3460, -2.6420, -1.5282], [1.2734, -1.7628, 0.0815], [1.4885, -3.0433, 1.3385], [0.9082, -4.3015, 1.1869], [0.9321, -5.2065, 2.2378], [1.5254, -4.8568, 3.4439], [2.1032, -3.6033, 3.5983], [2.0863, -2.6954, 2.5501], [2.8035, -0.7730, 0.1466], [2.7606, 0.6045, 0.3329], [3.9341, 1.3463, 0.3564], [5.1576, 0.7222, 0.1927], [5.2118, -0.6563, 0.0230], [4.0454, -1.3987, 0.0035], [-1.2326, -0.3107, -3.5246], [-1.9256, -0.6584, -4.6744], [-2.1846, 0.3164, -5.6259], [-1.7657, 1.6224, -5.4103], [-1.0924, 1.9583, -4.2453], [-0.8261, 0.9975, -3.2757], [0.1182, 1.3675, -1.7513], [-0.5907, 2.8913, -1.0672], [-1.9176, 3.2511, -1.2909], [-2.4831, 4.3037, -0.5858], [-1.7352, 4.9968, 0.3547], [-0.4142, 4.6396, 0.5874], [0.1539, 3.5902, -0.1157], [1.6997, 1.8651, -2.5226], [2.5802, 0.8575, -2.9082], [3.7725, 1.1654, -3.5433], [4.1029, 2.4902, -3.7913], [3.2311, 3.5012, -3.4136], [2.0318, 3.1916, -2.7879], [0.0360, -2.6498, -4.6688], [1.9458, -4.1759, -5.0485], [3.3848, -4.8283, -3.1402], [3.0051, -3.8728, -0.9257], [0.4433, -4.5789, 0.2475], [0.4908, -6.1867, 2.1139], [1.5432, -5.5643, 4.2621], [2.5692, -3.3302, 4.5357], [2.5283, -1.7144, 2.6762], [1.8178, 1.1036, 0.4827], [3.8834, 2.4182, 0.4992], [6.0709, 1.3024, 0.2040], [6.1654, -1.1549, -0.0884], [4.1186, -2.4711, -0.1077], [-2.2890, -1.6715, -4.7929], [-2.7215, 0.0589, -6.5290], [-1.9722, 2.3858, -6.1487], [-0.7755, 2.9816, -4.0830], [-2.5178, 2.6980, -2.0004], [-3.5146, 4.5757, -0.7695], [-2.1802, 5.8135, 0.9077], [0.1727, 5.1744, 1.3228], [1.1830, 3.3119, 0.0820], [2.3384, -0.1813, -2.7125], [4.4458, 0.3701, -3.8364], [5.0366, 2.7348, -4.2805], [3.4822, 4.5354, -3.6097], [1.3605, 3.9896, -2.4980], [-1.2278, -1.7619, 2.8242], [-2.5191, -2.4548, 2.8388], [-2.6973, -3.2319, 1.5441], [-2.6445, -2.3093, 0.4079], [-0.4626, -2.4159, 2.9615], [-1.1795, -1.0673, 3.5640], [-3.3031, -1.6975, 2.9209], [-2.6238, -3.1277, 3.6935], [-3.6365, -3.7896, 1.5754], [-1.8872, -3.9572, 1.4376], [-3.5134, -1.7828, 0.3378], [-2.5462, -2.7825, -0.4915]], "forces_ev_per_angstrom": [[0.0, -0.1, 0.2], [0.1, 0.0, 0.0], [-0.1, 0.0, 0.0], [0.0, 0.0, 0.0], [0.0, 0.0, 0.0], [0.0, 0.0, 0.0], [0.0, 0.0, 0.0], [0.0, 0.0, 0.0], [0.1, 0.0, 0.0], [0.0, 0.0, 0.1], [0.0, 0.0, 0.0], [-0.1, 0.1, 0.0], [0.1, -0.1, 0.0], [0.0, 0.0, 0.0], [0.0, 0.0, 0.0], [0.0, 0.0, 0.0], [0.0, 0.0, 0.0], [0.0, 0.0, 0.0], [0.0, 0.0, 0.0], [0.0, 0.0, 0.0], [0.0, 0.0, 0.0], [0.0, 0.0, 0.0], [0.0, 0.0, 0.0], [0.0, 0.0, 0.0], [0.0, 0.0, 0.0], [0.0, 0.0, 0.0], [0.0, 0.0, 0.0], [0.0, 0.0, 0.0], [0.0, 0.0, 0.0], [0.0, 0.0, 0.0], [0.0, 0.1, 0.0], [0.0, 0.0, 0.0], [0.0, 0.0, 0.0], [0.0, 0.0, 0.0], [0.0, 0.0, 0.0], [0.0, 0.0, 0.0], [0.0, 0.1, 0.0], [0.0, 0.1, 0.0], [0.0, 0.0, 0.0], [0.0, 0.0, 0.0], [0.0, 0.0, 0.0], [0.0, 0.0, 0.0], [0.0, 0.0, 0.0], [0.0, 0.0, 0.0], [0.0, 0.0, 0.0], [0.0, 0.0, 0.0], [0.0, 0.0, 0.0], [0.0, 0.0, 0.0], [0.0, 0.0, 0.0], [0.0, -0.1, 0.0], [-0.1, 0.0, -0.1], [0.0, 0.0, 0.0], [0.0, 0.0, 0.0], [0.0, 0.0, 0.0], [0.0, 0.0, 0.0], [0.0, 0.0, 0.0], [0.1, -0.1, -0.2], [-0.1, 0.0, 0.0], [0.1, 0.0, 0.0], [0.0, 0.0, 0.0], [0.0, 0.0, 0.0], [0.0, 0.0, 0.0], [0.0, 0.0, 0.0], [0.0, 0.2, 0.0], [0.0, -0.1, 0.0], [0.0, 0.0, 0.0], [0.0, 0.0, 0.0], [0.0, 0.0, 0.0], [0.0, 0.0, 0.1], [0.0, 0.0, 0.0], [0.0, 0.0, 0.0], [0.0, 0.0, 0.0], [0.0, 0.0, 0.0], [0.0, 0.0, 0.0], [0.0, 0.0, 0.0], [0.0, 0.0, 0.0], [0.0, 0.0, 0.0], [0.0, 0.0, 0.0], [0.0, 0.0, 0.0], [0.0, 0.0, 0.0], [0.0, 0.0, 0.0], [0.0, 0.0, 0.0], [0.0, 0.0, 0.0], [0.0, 0.0, 0.0], [0.0, 0.0, 0.0], [0.0, 0.0, 0.0], [0.0, 0.0, 0.0], [0.0, 0.0, 0.0], [0.0, 0.0, 0.0], [0.0, 0.0, 0.0], [0.0, 0.0, 0.0], [0.0, 0.0, 0.0], [0.0, 0.0, 0.0], [0.0, 0.0, 0.0], [0.0, 0.0, 0.0], [0.0, 0.0, 0.0], [0.0, 0.0, 0.0], [0.0, 0.0, 0.0], [0.0, 0.0, 0.0], [0.0, 0.0, 0.0], [0.0, 0.0, 0.0], [0.0, 0.0, 0.0], [0.0, 0.0, 0.0], [0.0, 0.0, 0.0], [0.0, 0.0, 0.0], [0.0, 0.0, 0.0], [0.0, 0.0, 0.0], [0.0, 0.0, 0.0], [0.0, 0.0, 0.0]], "lowdin_charge": [0.8104, -0.2800, -0.3691, -0.0030, -0.0669, -0.0867, -0.0419, -0.1504, -0.0522, -0.0611, 0.0757, -0.4727, -0.1827, -0.1470, -0.0266, -0.0725, -0.0802, -0.0756, -0.0272, 0.1166, 0.1094, 0.1037, 0.1143, 0.1379, 0.1079, 0.1059, 0.1053, 0.1038, 0.0968, -0.4572, 0.8919, -0.3521, -0.0430, -0.0360, -0.0403, -0.0834, -0.3321, 1.0842, -0.3762, -0.1001, -0.0653, -0.0617, -0.0585, -0.0838, -0.3407, -0.1236, -0.0545, -0.0564, -0.0586, -0.0784, -0.3659, -0.0703, -0.0496, -0.0472, -0.0626, -0.3365, 1.0972, -0.3664, -0.0859, -0.0625, -0.0707, -0.0656, -0.1051, -0.3512, -0.0996, -0.0698, -0.0738, -0.0676, -0.0816, 0.1167, 0.1179, 0.1168, 0.1008, 0.1148, 0.1138, 0.1121, 0.1151, 0.1105, 0.0462, 0.1161, 0.1126, 0.1111, 0.0939, 0.1138, 0.1133, 0.1133, 0.1174, 0.1036, 0.1115, 0.1073, 0.1101, 0.1020, 0.0907, 0.1082, 0.1070, 0.1084, 0.1034, 0.0148, -0.2206, -0.2156, 0.0055, 0.0694, 0.0847, 0.1192, 0.1232, 0.1264, 0.1056, 0.0918, 0.0561], "relative_energy_kj_mol": 31.9, "total_energy_ha": -3707.08248, "total_charge": 1, "lumo_energy_ha": -0.1018}



Record 2
{"formula": "C52H47BrCl5CsN6O2P2", "method": "ωB97M-V/def2-TZVPD", "elements": ["Cs", "Cl", "C", "C", "C", "Cl", "C", "Cl", "C", "Cl", "C", "Cl", "N", "N", "C", "O", "O", "H", "H", "H", "N", "C", "C", "N", "H", "H", "H", "H", "H", "H", "H", "H", "Br", "C", "C", "C", "C", "C", "N", "H", "H", "H", "H", "C", "P", "C", "C", "C", "C", "C", "C", "C", "C", "C", "C", "C", "C", "P", "C", "C", "C", "C", "C", "C", "C", "C", "C", "C", "C", "C", "H", "H", "H", "H", "H", "H", "H", "H", "H", "H", "H", "H", "H", "H", "H", "H", "H", "H", "H", "H", "H", "H", "N", "C", "C", "C", "C", "C", "C", "C", "C", "C", "C", "C", "C", "C", "H", "H", "H", "H", "H", "H", "H", "H", "H", "H"], "positions_angstrom": [[1.6194, -0.6904, 0.9220], [4.6874, 0.2156, 2.2661], [5.2599, -0.4231, 0.7389], [4.3280, -0.5837, -0.2736], [4.8648, -1.1339, -1.4286], [3.7778, -1.4168, -2.7667], [6.1972, -1.4987, -1.5983], [6.7843, -2.2092, -3.0745], [7.0870, -1.2917, -0.5479], [8.7581, -1.7146, -0.7104], [6.6106, -0.7448, 0.6402], [7.7165, -0.4938, 1.9616], [-0.5488, 1.0404, 3.7093], [-1.7422, 0.5201, 3.1750], [-1.7023, -0.1799, 1.9471], [-2.6855, -0.8933, 1.7148], [-0.6877, 0.0324, 1.2109], [-0.0356, 0.3301, 4.2242], [-0.7806, 1.8013, 4.3314], [-2.3746, 0.0722, 3.8208], [1.1859, -3.0135, -1.0613], [1.9319, -4.2580, -0.9841], [2.1508, -4.6357, 0.4795], [3.0367, -3.6847, 1.1334], [0.2634, -3.1226, -0.6554], [1.0752, -2.6967, -2.0162], [2.9050, -4.1064, -1.4615], [1.4340, -5.1016, -1.4918], [2.5157, -5.6735, 0.5228], [1.1925, -4.5981, 1.0027], [4.0077, -3.9322, 1.0017], [2.8215, -3.6403, 2.1235], [3.9951, 3.2857, -1.6072], [3.6686, 3.7750, 0.2038], [4.5358, 4.6569, 0.8252], [4.2459, 5.0050, 2.1372], [3.1335, 4.4404, 2.7491], [2.3469, 3.5644, 2.0237], [2.6016, 3.2469, 0.7532], [5.4010, 5.0463, 0.3103], [4.8780, 5.7067, 2.6653], [2.8874, 4.6779, 3.7753], [1.4756, 3.0811, 2.4559], [-0.2155, 2.8201, -1.9162], [-0.4103, 1.4123, -0.5781], [-1.9088, 2.1934, 0.1493], [-3.2281, 1.9082, -0.1848], [-4.2748, 2.5744, 0.4355], [-4.0193, 3.5447, 1.3912], [-2.7068, 3.8543, 1.7166], [-1.6644, 3.1808, 1.1012], [-0.9989, 0.0537, -1.6688], [-0.2580, -0.2127, -2.8213], [-0.5613, -1.2909, -3.6374], [-1.6134, -2.1352, -3.3134], [-2.3241, -1.9130, -2.1439], [-2.0085, -0.8449, -1.3155], [-1.6443, 3.6528, -2.7446], [-2.0820, 2.5484, -4.1607], [-1.1924, 2.3019, -5.2058], [-1.5787, 1.5430, -6.2964], [-2.8580, 1.0074, -6.3561], [-3.7505, 1.2441, -5.3237], [-3.3671, 2.0229, -4.2395], [-0.7790, 4.9081, -3.7903], [0.5261, 5.3421, -3.5737], [1.0813, 6.3406, -4.3659], [0.3396, 6.9290, -5.3770], [-0.9714, 6.5187, -5.5902], [-1.5232, 5.5253, -4.8007], [0.5469, 2.5530, -2.6524], [0.2088, 3.6112, -1.2866], [-3.4419, 1.1478, -0.9208], [-5.2975, 2.3337, 0.1687], [-4.8404, 4.0557, 1.8805], [-2.5008, 4.6187, 2.4577], [-0.6361, 3.4095, 1.3607], [0.5887, 0.4136, -3.0778], [0.0295, -1.4748, -4.5276], [-1.8596, -2.9733, -3.9557], [-3.1269, -2.5824, -1.8562], [-2.5120, -0.7566, -0.3605], [-0.1922, 2.7184, -5.1676], [-0.8766, 1.3603, -7.1018], [-3.1558, 0.4051, -7.2061], [-4.7495, 0.8265, -5.3638], [-4.0726, 2.2329, -3.4446], [1.1258, 4.8910, -2.7931], [2.1029, 6.6561, -4.1892], [0.7767, 7.7022, -5.9974], [-1.5637, 6.9799, -6.3722], [-2.5453, 5.2031, -4.9690], [0.4797, -3.2936, 3.3961], [-0.6004, -3.7588, 3.8200], [-0.6796, -4.2296, 5.2715], [-0.9299, -5.5726, 5.5687], [-0.7994, -6.0585, 6.8623], [-0.4391, -5.2051, 7.8960], [-0.1953, -3.8647, 7.6160], [-0.3029, -3.3901, 6.3182], [-1.8486, -4.0058, 2.9945], [-1.7631, -4.0203, 1.6059], [-2.8693, -4.2932, 0.8207], [-4.1006, -4.5435, 1.4135], [-4.2131, -4.4912, 2.7945], [-3.0971, -4.2249, 3.5771], [-1.2290, -6.2393, 4.7672], [-0.9842, -7.1080, 7.0687], [-0.3441, -5.5803, 8.9091], [0.0859, -3.1915, 8.4193], [-0.0888, -2.3516, 6.0943], [-0.8012, -3.7990, 1.1614], [-2.7747, -4.3047, -0.2598], [-4.9691, -4.7647, 0.8027], [-5.1769, -4.6559, 3.2652], [-3.1994, -4.1754, 4.6544]], "forces_ev_per_angstrom": [[1.8, -1.1, 0.5], [0.0, 0.3, 0.6], [-0.1, -0.2, -0.7], [1.3, 0.1, -0.4], [0.1, 0.1, 0.6], [-0.4, 0.0, -0.6], [0.0, 0.0, 0.0], [0.0, 0.0, 0.0], [-0.1, 0.0, 0.1], [0.1, 0.0, 0.0], [0.0, 0.0, 0.1], [0.0, 0.0, 0.0], [0.1, -0.1, 0.0], [0.0, 0.1, 0.0], [-0.3, 0.0, 0.1], [0.0, 0.1, -0.1], [-2.3, 0.2, 0.7], [0.0, 0.0, 0.0], [0.0, 0.0, 0.0], [0.1, -0.1, 0.1], [0.0, 0.0, -0.2], [0.0, -0.1, 0.2], [0.0, 0.0, -0.2], [-0.1, -0.1, 0.2], [-0.1, 0.0, -0.1], [-0.1, 0.0, 0.0], [0.0, 0.0, 0.0], [0.0, 0.0, 0.0], [-0.1, 0.0, 0.0], [0.0, -0.1, 0.1], [0.1, 0.1, 0.1], [0.0, 0.1, 0.1], [0.0, 0.0, 0.0], [-0.2, -0.2, -0.2], [0.1, 0.2, 0.3], [-0.1, -0.2, -0.3], [0.1, 0.2, 0.1], [-0.1, -0.1, -0.1], [0.1, 0.0, 0.0], [0.0, 0.0, 0.0], [0.0, 0.0, 0.0], [0.0, 0.0, 0.0], [0.0, 0.0, 0.0], [-0.3, -0.1, 0.1], [-0.3, 1.2, -1.1], [0.0, 0.0, 0.0], [0.0, 0.0, 0.1], [0.0, 0.0, 0.0], [0.0, 0.0, 0.0], [0.0, 0.1, 0.0], [0.0, 0.0, 0.0], [0.0, -0.1, 0.1], [0.0, 0.1, -0.1], [0.0, 0.0, -0.1], [0.0, 0.0, -0.1], [0.0, 0.0, 0.0], [0.0, 0.0, 0.0], [0.2, -0.2, 0.0], [0.0, 0.0, 0.1], [0.0, -0.1, 0.0], [0.1, 0.0, 0.0], [-0.1, 0.0, 0.0], [-0.1, 0.0, 0.0], [0.1, 0.0, 0.1], [-0.1, 0.2, 0.2], [0.0, -0.1, 0.0], [0.0, 0.1, 0.0], [0.0, 0.0, 0.0], [-0.1, 0.0, 0.0], [0.1, 0.0, 0.0], [0.1, 0.0, 0.1], [0.1, 0.0, 0.0], [0.0, 0.0, -0.1], [0.0, 0.0, 0.0], [0.0, 0.0, 0.0], [0.0, 0.0, 0.0], [0.0, 0.0, 0.1], [0.0, 0.0, 0.0], [0.0, 0.0, 0.0], [0.0, 0.0, 0.0], [0.0, 0.0, 0.0], [0.0, 0.0, 0.0], [0.0, 0.0, 0.0], [0.0, 0.0, 0.0], [0.0, 0.0, 0.0], [0.0, 0.0, 0.0], [0.0, 0.0, 0.1], [0.0, 0.0, 0.0], [0.0, 0.0, 0.0], [0.0, 0.0, 0.0], [0.0, 0.0, 0.0], [0.0, 0.0, 0.0], [0.0, 0.2, -0.3], [0.4, 0.2, 0.1], [0.1, -0.2, 0.0], [-0.1, 0.2, 0.1], [0.0, 0.0, 0.0], [0.0, 0.0, 0.0], [0.0, 0.0, 0.0], [-0.1, 0.0, 0.0], [-0.1, -0.1, 0.1], [-0.1, 0.0, -0.1], [0.1, 0.0, 0.0], [-0.1, 0.0, 0.0], [0.0, 0.0, 0.0], [0.0, 0.0, -0.1], [0.0, 0.0, 0.0], [0.0, 0.0, 0.0], [0.0, 0.0, 0.0], [0.0, 0.0, 0.0], [0.1, 0.0, -0.1], [0.1, 0.0, 0.1], [0.0, 0.0, 0.0], [0.0, 0.0, 0.0], [0.0, 0.0, 0.0], [0.0, 0.0, 0.0]], "lowdin_charge": [1.0379, 0.5602, -0.7516, -0.3164, -0.7380, 0.6122, -0.7161, 0.6020, -0.7260, 0.6107, -0.7131, 0.6038, 0.0156, -0.0254, -0.7380, -0.0065, -0.5964, 0.0731, 0.0612, 0.1180, -0.0536, -0.2931, -0.2952, -0.0185, 0.0470, 0.0330, 0.0914, 0.0980, 0.0993, 0.0782, 0.0642, 0.0369, 0.7342, -0.7449, -0.1183, -0.0742, -0.0675, -0.1293, 0.0642, 0.0932, 0.1014, 0.0992, 0.1002, -0.5067, 0.9904, -0.3827, -0.0979, -0.0852, -0.1082, -0.0972, -0.1082, -0.3485, -0.1196, -0.1137, -0.1071, -0.0824, -0.0800, 1.0426, -0.3869, -0.1006, -0.0916, -0.1047, -0.0947, -0.1052, -0.3935, -0.0935, -0.0962, -0.1165, -0.1042, -0.1193, 0.0252, 0.0141, 0.0913, 0.0965, 0.0887, 0.0924, 0.0861, 0.0961, 0.1008, 0.0933, 0.0925, 0.0768, 0.1103, 0.0977, 0.0930, 0.0956, 0.0920, 0.0745, 0.0971, 0.0897, 0.0930, 0.1017, 0.0718, -0.4651, -0.1996, -0.0624, -0.1202, -0.1398, -0.1172, -0.0572, -0.1764, -0.0424, -0.0948, -0.1197, -0.1096, -0.0545, 0.1093, 0.0852, 0.0797, 0.0857, 0.0971, 0.0741, 0.0827, 0.0841, 0.0858, 0.1033], "relative_energy_kj_mol": 8.8, "total_energy_ha": -8066.57836, "total_charge": -2, "lumo_energy_ha": 0.1242}



Calculated Kohn-Sham gap in order - 0.2608; 0.1634 Eh